(1)
128
Properties=species:S:1:pos:R:3 method="wB97M-V/def2-TZVPD" multiplicity=1 max_force_ev_per_a=0.43 lumo_ev="3.9 / 3.9" homo_lumo_gap_ev="4.913 / 3.857" charge=-2 molar_mass_g_mol=1157.06
Tl 0.309 0.318 -0.764
O -4.478 1.645 -1.722
C -3.094 1.523 -1.664
O -2.609 0.890 -0.687
C -2.375 2.130 -2.714
C -3.014 2.798 -3.804
C -2.232 3.382 -4.764
C -0.829 3.329 -4.659
C -0.267 2.666 -3.565
N -0.994 2.078 -2.622
C 1.277 2.605 -3.434
O 1.914 3.372 -4.187
O 1.734 1.764 -2.614
H -4.761 1.221 -0.903
H -4.095 2.826 -3.848
H -2.696 3.892 -5.603
H -0.166 3.788 -5.378
N -1.127 -1.635 0.735
C -2.250 -2.251 0.048
C -1.860 -2.695 -1.354
N -1.359 -1.576 -2.156
H -0.297 -2.218 0.813
H -1.369 -1.216 1.621
H -3.037 -1.498 -0.029
H -2.667 -3.127 0.566
H -2.733 -3.189 -1.798
H -1.058 -3.440 -1.289
H -2.051 -0.840 -2.267
H -1.046 -1.883 -3.066
C -0.555 -0.805 4.498
C 0.920 -0.907 4.098
C 1.695 -1.769 5.096
C 1.545 0.473 3.935
C 1.498 1.371 4.992
C 2.033 2.645 4.868
C 2.594 3.015 3.656
C 2.667 2.152 2.562
C 3.244 2.760 1.283
C 2.133 3.536 0.556
C 3.956 1.824 0.300
C 2.165 0.842 2.715
N 2.173 -0.109 1.689
C 3.030 -1.090 1.700
C 2.928 -2.257 0.854
N 1.827 -2.582 0.198
C 1.778 -3.611 -0.741
C 2.164 -3.343 -2.086
C 1.969 -4.311 -3.063
C 1.412 -5.548 -2.764
C 1.043 -5.806 -1.457
C 1.204 -4.869 -0.433
C 0.672 -5.326 0.931
C -0.839 -5.068 1.038
C 1.363 -4.810 2.195
C 2.758 -1.997 -2.492
C 2.217 -1.485 -3.834
C 4.288 -2.029 -2.560
C 4.180 -3.038 1.034
C 4.677 -4.202 0.509
C 5.932 -4.691 0.973
C 6.666 -4.055 1.937
C 6.171 -2.851 2.512
C 6.784 -2.072 3.533
C 6.163 -0.939 3.982
C 4.911 -0.488 3.469
C 4.301 -1.219 2.486
C 4.953 -2.389 2.032
H -1.031 -1.791 4.474
H -1.091 -0.147 3.809
H -0.671 -0.400 5.510
H 0.960 -1.401 3.128
H 1.722 -1.293 6.082
H 2.725 -1.918 4.764
H 1.225 -2.753 5.203
H 1.035 1.072 5.927
H 2.000 3.344 5.696
H 2.997 4.018 3.543
H 3.984 3.491 1.621
H 1.325 2.861 0.270
H 2.505 3.990 -0.366
H 1.718 4.315 1.204
H 3.245 1.233 -0.277
H 4.648 1.150 0.812
H 4.523 2.426 -0.415
H 2.249 -4.090 -4.087
H 1.253 -6.288 -3.540
H 0.602 -6.768 -1.209
H 0.806 -6.411 0.928
H -1.040 -4.000 1.156
H -1.254 -5.584 1.909
H -1.365 -5.417 0.145
H 1.169 -3.748 2.353
H 2.443 -4.952 2.152
H 0.981 -5.360 3.062
H 2.479 -1.266 -1.732
H 2.672 -2.012 -4.679
H 2.434 -0.419 -3.931
H 1.134 -1.603 -3.893
H 4.620 -2.795 -3.270
H 4.733 -2.244 -1.592
H 4.662 -1.058 -2.897
H 4.137 -4.750 -0.253
H 6.319 -5.608 0.543
H 7.616 -4.465 2.265
H 7.734 -2.381 3.956
H 6.638 -0.357 4.765
H 4.467 0.416 3.863
C -3.744 3.804 5.976
Ge -3.511 2.812 4.290
C -3.935 0.930 4.630
C -4.807 3.549 3.022
C -1.713 2.876 3.537
Se -1.771 1.974 1.765
C -1.587 3.586 0.696
H -4.776 3.685 6.319
H -3.550 4.870 5.831
H -3.074 3.433 6.756
H -4.983 0.793 4.907
H -3.304 0.529 5.429
H -3.737 0.359 3.719
H -5.832 3.370 3.359
H -4.662 3.069 2.052
H -4.666 4.627 2.899
H -0.990 2.337 4.151
H -1.348 3.894 3.395
H -2.528 4.134 0.656
H -1.299 3.269 -0.308
H -0.800 4.200 1.130



(2)
125
Properties=species:S:1:pos:R:3 method="wB97M-V/def2-TZVPD" multiplicity=1 max_force_ev_per_a=0.42 lumo_ev=-0.1 homo_lumo_gap_ev=5.401 charge=0 molar_mass_g_mol=950.53
Rb -0.371 -0.018 -0.306
C 1.989 5.654 0.289
C 1.560 4.592 -0.724
C 2.563 4.520 -1.874
P 1.139 2.887 -0.103
C 2.635 2.195 0.756
C 3.678 1.680 -0.228
C 3.263 3.023 1.871
C -0.070 3.233 1.243
C -0.900 4.353 1.112
C -1.894 4.684 2.019
C -2.742 5.910 1.846
C -2.054 3.836 3.119
C -1.282 2.711 3.267
C -0.288 2.334 2.326
N 0.327 1.125 2.366
C 0.710 0.566 3.542
C 1.109 1.338 4.662
C 1.645 0.768 5.792
C 1.823 -0.610 5.909
C 2.430 -1.235 7.131
C 1.408 -1.382 4.834
C 0.846 -0.847 3.675
P 0.225 -1.892 2.324
C -1.079 -2.961 3.114
C -2.314 -2.067 3.272
C -0.819 -3.673 4.438
C 1.653 -2.977 1.797
C 2.110 -4.159 2.644
C 2.830 -2.048 1.505
H 1.849 6.653 -0.129
H 3.045 5.551 0.533
H 1.424 5.596 1.218
H 0.612 4.917 -1.172
H 3.570 4.322 -1.507
H 2.597 5.475 -2.403
H 2.309 3.740 -2.593
H 2.177 1.328 1.239
H 4.234 2.479 -0.720
H 3.218 1.064 -1.009
H 4.405 1.058 0.300
H 3.873 3.838 1.477
H 3.913 2.395 2.485
H 2.505 3.451 2.527
H -0.759 5.020 0.270
H -2.577 6.361 0.867
H -2.521 6.672 2.598
H -3.808 5.682 1.929
H -2.817 4.052 3.859
H -1.453 2.053 4.110
H 1.021 2.415 4.606
H 1.950 1.414 6.609
H 2.656 -0.482 7.886
H 3.363 -1.754 6.900
H 1.759 -1.966 7.589
H 1.516 -2.458 4.907
H -1.300 -3.712 2.342
H -2.125 -1.312 4.038
H -3.180 -2.653 3.584
H -2.563 -1.536 2.351
H -0.697 -2.944 5.240
H 0.064 -4.308 4.427
H -1.678 -4.298 4.697
H 1.302 -3.377 0.834
H 2.449 -3.846 3.631
H 2.950 -4.663 2.159
H 1.319 -4.897 2.776
H 3.209 -1.605 2.428
H 2.556 -1.224 0.841
H 3.648 -2.602 1.037
C -1.431 -4.567 -0.935
P -0.943 -3.039 -1.827
C -2.419 -2.802 -2.895
C 0.220 -3.707 -3.097
C -0.139 -4.859 -3.801
C 0.663 -5.387 -4.793
C 1.857 -4.757 -5.110
C 2.226 -3.618 -4.421
C 1.429 -3.078 -3.407
P 2.018 -1.565 -2.526
C 2.332 -0.446 -3.946
C 3.742 -2.056 -2.132
H -1.898 -5.321 -1.571
H -2.137 -4.294 -0.148
H -0.556 -5.004 -0.451
H -2.689 -3.709 -3.440
H -2.219 -2.003 -3.609
H -3.268 -2.492 -2.286
H -1.073 -5.353 -3.568
H 0.358 -6.283 -5.318
H 2.497 -5.153 -5.888
H 3.160 -3.135 -4.674
H 2.986 -0.880 -4.704
H 2.796 0.465 -3.564
H 1.388 -0.167 -4.413
H 4.329 -2.312 -3.016
H 3.735 -2.909 -1.455
H 4.228 -1.226 -1.619
S -5.207 2.274 0.766
C -3.519 1.898 0.701
N -3.207 0.666 0.499
C -4.349 -0.107 0.392
C -4.359 -1.493 0.224
C -5.572 -2.139 0.137
C -6.774 -1.422 0.219
C -6.780 -0.056 0.400
C -5.553 0.599 0.493
H -2.776 2.672 0.850
H -3.421 -2.033 0.186
H -5.603 -3.214 0.013
H -7.714 -1.953 0.151
H -7.712 0.485 0.478
N -1.232 0.613 -2.912
C -1.160 1.034 -3.980
C -1.066 1.588 -5.299
C -1.128 0.749 -6.410
C -1.025 1.302 -7.675
C -0.862 2.673 -7.822
C -0.798 3.503 -6.711
C -0.899 2.966 -5.439
H -1.254 -0.317 -6.279
H -1.072 0.663 -8.545
H -0.782 3.099 -8.813
H -0.669 4.569 -6.833
H -0.847 3.596 -4.562



Question: Among the records above, which one has the lowest charge?
Answer: C50H66GeN5O4SeTl